(1)
# C21H14BBrF4MgN3O2S

A structure of composition C21H14BBrF4MgN3O2S at a distorted geometry (ωB97M-V/def2-TZVPD, the Open Molecules 2025 dataset).

## Properties
* Kohn-Sham gap: 6.16 eV
* net charge: -1
* HOMO energy: -4.3 eV

Geometry as XYZ:
```
48
Properties=species:S:1:pos:R:3:forces:R:3
Mg 10.63969 10.71563 6.77032 0.88 0.56 0.80
Br 17.62707 8.11943 4.99234 1.29 -0.57 -0.53
C 16.06534 8.99781 5.39108 -2.65 0.25 0.18
C 16.06446 10.38585 5.69534 0.58 -0.46 0.02
C 14.92842 10.95891 6.19458 -0.01 0.16 0.25
C 13.70502 10.22979 6.32805 -1.32 0.70 0.16
O 12.66668 10.90155 6.71377 0.84 -1.09 -0.13
C 13.69593 8.82009 5.96160 -0.33 1.32 -0.02
C 12.49210 8.04931 5.96820 -0.39 0.82 0.09
N 11.31299 8.56042 6.19784 1.20 0.04 -0.43
C 10.19424 7.79626 6.00188 -1.13 -1.97 -0.13
C 10.13203 6.66649 5.15904 1.16 1.48 0.33
C 9.04885 5.80385 5.20333 -0.73 -0.38 -0.31
C 7.94195 6.08861 5.97429 0.17 -0.41 -0.33
C 7.89456 7.27327 6.74996 0.02 0.05 0.58
C 6.81762 7.62624 7.61985 -0.27 -0.02 -0.03
C 6.95610 8.74791 8.39105 -0.23 0.47 0.10
C 8.11594 9.58247 8.29410 -0.36 -0.75 -0.28
N 9.13938 9.27889 7.52172 -1.23 -0.48 0.39
C 9.03033 8.13416 6.78816 0.75 -0.57 -0.74
C 14.86460 8.25901 5.45097 2.03 -0.10 0.06
H 16.99663 10.95976 5.52427 -0.69 -0.36 0.33
H 14.87409 11.99419 6.55194 0.13 -0.36 -0.46
H 12.67212 6.98850 5.74906 -0.53 0.02 0.01
H 10.96970 6.50895 4.45722 -0.55 -0.11 0.52
H 9.07423 4.89431 4.58544 -0.12 0.46 0.32
H 7.13048 5.35624 5.95454 0.02 0.50 0.26
H 5.86912 7.03802 7.67588 1.04 0.40 -0.18
H 6.13247 9.07068 9.04473 0.51 -0.17 -0.29
H 8.14169 10.50896 8.84960 0.31 0.09 -0.06
H 14.90185 7.20376 5.10611 -0.18 0.74 0.42
O 10.31694 11.51609 8.60591 0.48 0.07 0.67
N 11.07237 12.48123 9.16150 -0.35 -0.61 -0.28
C 11.46475 12.34278 10.45351 0.24 0.26 0.59
C 12.24181 13.30116 11.08887 -0.04 0.12 -0.88
C 12.62242 14.45009 10.32567 -0.22 -0.62 0.12
C 12.13548 14.58233 9.05759 0.18 0.38 0.35
C 11.36070 13.58243 8.41953 0.18 0.73 0.20
S 10.84995 13.84736 6.86324 -0.42 -0.51 -0.77
H 11.09078 11.42669 10.92227 0.26 0.42 -0.22
H 12.57250 13.22820 12.12111 -0.21 -0.36 -0.23
H 13.31760 15.17826 10.73696 -0.33 0.03 0.06
H 12.24086 15.46986 8.43591 0.44 -0.18 0.33
F 8.25110 10.01502 4.37895 0.37 0.30 0.42
B 8.90372 11.18944 4.79796 -0.37 -0.33 -0.30
F 8.65460 11.48561 6.15571 -0.62 -0.06 0.18
F 8.60922 12.22411 3.97786 -0.09 0.50 -0.37
F 10.33403 10.96891 4.85723 0.28 -0.40 -0.78
```
Forces are in eV/Å.

(2)
# C21H14BrClCrN3O2

A structure of composition C21H14BrClCrN3O2 at a distorted geometry (ωB97M-V/def2-TZVPD, the Open Molecules 2025 dataset).

## Properties
* Kohn-Sham gap (spin up / spin down): 6.83 / 5.06 eV
* energy above the lowest of the compared OMol25 structures with the same formula, charge and spin: 27.7 kcal/mol
* net charge: +1
* 2S+1: 5
* HOMO energy (spin up / spin down): -11.1 / -11.4 eV

Geometry as XYZ:
```
43
Properties=species:S:1:pos:R:3:forces:R:3
Cr -0.14477 -0.90596 0.34926 0.68 -1.27 0.88
Cl -4.39939 3.65057 4.14278 0.15 -0.20 -0.13
C -3.33259 2.45823 3.53860 -0.15 0.11 0.23
C -2.68518 1.58805 4.43383 0.33 -0.42 0.03
C -1.82398 0.64203 3.95504 -0.24 0.13 0.67
C -1.53501 0.51357 2.56321 0.66 -0.59 -0.66
O -0.68326 -0.34184 2.17734 -1.00 0.77 0.91
C -2.22398 1.40181 1.64929 -0.48 0.46 0.90
C -2.02118 1.39593 0.23949 0.65 -0.53 -1.43
N -1.25199 0.58385 -0.43292 -1.34 1.59 1.09
C -1.14093 0.66413 -1.81864 -0.08 0.33 -1.25
C -1.83034 1.52105 -2.66122 0.26 -0.32 0.49
C -1.58737 1.52081 -4.03722 0.14 -0.08 -0.32
C -0.67903 0.66501 -4.60206 -0.10 0.04 0.19
C 0.02361 -0.25098 -3.79250 -0.08 0.00 0.37
C 0.94650 -1.18967 -4.29840 0.16 -0.25 0.50
C 1.55970 -2.05815 -3.42828 -0.18 0.27 -0.55
C 1.25148 -1.99899 -2.07051 -0.27 0.10 0.58
N 0.40126 -1.12340 -1.55573 0.50 -0.33 -1.10
C -0.21322 -0.24790 -2.39615 -0.15 0.10 -0.22
C -3.11320 2.34677 2.17551 0.44 -0.46 -0.79
H -2.88457 1.66703 5.49161 -0.01 0.01 0.06
H -1.33880 -0.05495 4.62199 0.08 -0.02 0.03
H -2.57115 2.17089 -0.28610 -0.04 -0.04 -0.10
H -2.57024 2.20583 -2.28224 -0.08 0.09 0.08
H -2.12971 2.21304 -4.66050 -0.08 0.06 -0.07
H -0.50052 0.66488 -5.66576 0.00 0.04 -0.13
H 1.15689 -1.22431 -5.35487 0.01 0.02 -0.17
H 2.26237 -2.79685 -3.77535 0.07 -0.08 -0.04
H 1.69867 -2.69779 -1.37387 -0.02 0.07 0.02
H -3.65007 2.99852 1.50292 -0.01 0.12 -0.06
O 4.76814 -2.60160 2.32734 0.50 -0.21 0.24
C 3.78647 -1.83935 1.85376 -0.93 0.04 -0.33
C 3.91982 -0.46684 1.60895 -0.01 0.24 -0.02
C 2.84607 0.24991 1.11100 0.67 -0.14 0.19
N 1.71504 -0.38629 0.85578 0.01 0.86 -0.12
C 1.55896 -1.67034 1.08094 -0.65 -0.72 -0.13
Br -1.90170 -2.53554 0.20899 -0.13 0.01 -0.01
C 2.55349 -2.46424 1.58474 0.76 0.22 0.21
H 5.57481 -2.10016 2.50959 -0.17 0.01 -0.07
H 4.85295 0.03637 1.80908 0.12 0.07 0.04
H 2.90735 1.31220 0.91602 0.01 0.02 -0.01
H 2.42859 -3.51530 1.78524 -0.04 -0.13 0.00
```
Forces are in eV/Å.

(3)
# C21H14ClIN4O2W

A structure of composition C21H14ClIN4O2W (ωB97M-V/def2-TZVPD, the Open Molecules 2025 dataset).

## Properties
* Kohn-Sham gap (spin up / spin down): 6.21 / 6.46 eV
* net charge: +2
* 2S+1: 3
* HOMO energy (spin up / spin down): -14.2 / -14.3 eV

Geometry as XYZ:
```
44
Properties=species:S:1:pos:R:3:forces:R:3
W 0.23884 0.08650 -0.59504 -0.58 0.04 0.62
O -0.69265 -3.22750 1.61764 -0.13 -0.07 0.04
C -0.19611 -2.23063 1.19209 0.12 0.13 -0.03
N -0.79527 -1.33225 0.29207 0.23 -0.04 -0.15
C -2.24872 -1.37101 0.15658 0.06 -0.03 0.01
C -2.69779 0.04082 -0.08565 0.02 -0.12 -0.09
C -4.02620 0.40353 -0.16717 -0.05 0.03 0.12
C -4.34087 1.73674 -0.35289 -0.07 0.04 0.00
C -3.31872 2.67211 -0.48625 -0.07 0.04 -0.01
C -2.01820 2.24069 -0.45645 0.05 -0.13 0.07
N -1.70488 0.94149 -0.24380 -0.20 0.06 -0.29
C 1.14390 -1.70398 1.62128 -0.22 0.06 -0.08
C 1.95538 -2.33838 2.52361 0.11 -0.01 0.16
C 3.10818 -1.67597 2.94218 -0.02 -0.06 0.01
C 3.39190 -0.41568 2.43747 0.02 0.03 0.00
C 2.53890 0.14534 1.50470 -0.04 -0.08 0.04
N 1.42998 -0.49275 1.10255 0.35 -0.09 -0.05
H -2.69590 -1.77019 1.06799 0.02 -0.03 0.03
H -2.56128 -2.02226 -0.66184 -0.01 -0.02 -0.04
H -4.79646 -0.34885 -0.06243 0.01 0.01 0.00
H -5.37649 2.04818 -0.39416 0.02 0.01 -0.01
H -3.53075 3.72162 -0.63050 -0.01 -0.01 -0.01
H -1.19408 2.91975 -0.61462 0.05 0.01 0.00
H 1.66703 -3.31012 2.90256 0.01 0.01 0.00
H 3.76859 -2.13644 3.66556 -0.01 0.01 -0.01
H 4.26640 0.13449 2.75530 -0.01 -0.01 0.01
H 2.73449 1.11552 1.06811 0.01 0.04 -0.02
Cl 5.04522 1.77305 -5.30875 -0.04 -0.01 0.04
C 3.60240 1.63439 -4.38744 0.13 -0.02 -0.05
C 2.56110 2.48434 -4.61723 -0.14 0.01 0.05
C 1.34587 2.37601 -3.88608 0.07 0.16 -0.31
I -0.22241 3.64867 -4.29843 -0.06 0.04 0.01
C 1.23868 1.41529 -2.93140 -0.58 -0.20 0.34
O 0.11892 1.16652 -2.15737 0.79 0.43 -0.36
C 2.31263 0.56520 -2.66091 0.12 -0.33 0.13
N 2.10417 -0.33989 -1.64849 -0.08 0.19 -0.09
C 3.05515 -1.23438 -1.39358 0.02 -0.08 -0.02
C 4.25588 -1.26651 -2.09587 -0.04 -0.02 0.04
C 4.49156 -0.33239 -3.07927 0.04 0.05 -0.08
C 3.50700 0.62265 -3.38735 0.12 -0.06 -0.04
H 2.65685 3.24547 -5.37943 -0.03 0.00 0.01
H 2.85423 -1.95205 -0.60774 0.03 -0.01 -0.01
H 4.98651 -2.02493 -1.85475 0.00 0.02 -0.01
H 5.42523 -0.33484 -3.62733 -0.02 0.01 0.00
```
Forces are in eV/Å.

(4)
# C21H14CoN4O4S

A structure of composition C21H14CoN4O4S at a distorted geometry (ωB97M-V/def2-TZVPD, the Open Molecules 2025 dataset).

## Properties
* Kohn-Sham gap: 7.67 eV
* energy above the lowest of the compared OMol25 structures with the same formula, charge and spin: 0.0 kcal/mol
* net charge: -1
* HOMO energy: -5.3 eV

Geometry as XYZ:
```
45
Properties=species:S:1:pos:R:3:forces:R:3
Co -0.55984 -1.05274 -0.81661 0.30 -0.18 0.67
O 3.74698 -1.39007 -1.88281 -0.52 -0.05 0.02
C 4.16831 -1.14546 -0.63085 0.03 -0.03 0.19
C 5.55259 -1.08926 -0.44483 -0.01 0.02 0.05
C 6.08540 -0.85676 0.80547 0.02 0.01 0.03
C 5.25134 -0.67664 1.90713 0.00 0.00 -0.04
C 3.88372 -0.73222 1.72797 0.01 0.01 0.05
C 3.31391 -0.96286 0.47372 -0.07 -0.04 -0.07
C 1.82995 -0.98555 0.34826 0.36 0.19 -0.22
O 1.32015 -1.11651 -0.84102 0.56 -0.20 -0.15
N 1.10719 -0.81192 1.41350 -0.53 -0.05 -0.14
N -0.24054 -0.82922 1.02091 0.30 0.28 0.20
C -1.10919 -0.66718 1.94740 -0.21 0.12 0.04
C -2.52965 -0.62859 1.71408 0.25 0.01 0.15
C -3.37657 -0.31659 2.79201 0.02 0.00 0.01
C -4.74145 -0.28193 2.65155 -0.01 -0.03 -0.14
C -5.28866 -0.58220 1.39135 0.00 0.02 0.09
C -4.48682 -0.89943 0.32440 0.03 -0.01 0.01
C -3.07394 -0.93135 0.44482 -0.09 -0.05 -0.19
O -2.37652 -1.25946 -0.60068 -0.47 -0.09 0.13
H 2.76253 -1.42439 -1.85880 0.14 0.11 -0.03
H 6.18499 -1.23657 -1.31077 -0.02 0.00 0.00
H 7.16153 -0.81634 0.92693 -0.01 0.00 0.00
H 5.66740 -0.49340 2.88926 -0.01 0.00 -0.01
H 3.20966 -0.59291 2.56334 0.03 -0.01 -0.03
H -0.73359 -0.53379 2.95924 -0.01 -0.04 0.02
H -2.92180 -0.09664 3.75276 0.00 0.00 -0.02
H -5.37950 -0.03179 3.48849 0.00 -0.01 -0.02
H -6.36448 -0.56665 1.25788 0.01 0.01 0.00
H -4.90348 -1.14159 -0.64571 0.00 0.01 0.03
N -1.30835 6.07304 -2.08908 0.00 0.00 0.00
C -1.17415 4.94799 -1.88814 0.05 -0.31 0.05
C -1.00549 3.53358 -1.63550 -0.03 0.35 -0.06
C -2.01784 2.63922 -1.97042 -0.04 -0.10 -0.03
C -1.85506 1.28591 -1.71902 0.01 0.16 -0.05
C -0.68667 0.80790 -1.12595 0.00 -0.29 -0.09
C 0.32726 1.70836 -0.80735 -0.18 0.10 0.03
C 0.16870 3.06403 -1.05596 0.10 -0.06 0.04
H -2.92781 3.00588 -2.42747 -0.01 0.01 0.00
H -2.64228 0.59344 -1.98255 0.02 0.03 -0.01
H 1.24168 1.37099 -0.34349 0.06 -0.02 0.01
H 0.95633 3.76093 -0.80009 0.00 0.01 0.00
O -0.79976 -4.08777 -3.76721 0.03 -0.31 0.14
S -0.77849 -2.62915 -3.70482 -0.13 -0.12 -1.28
N -0.65773 -1.92436 -2.45133 0.01 0.56 0.58
```
Forces are in eV/Å.

(5)
# C21H15Cl2N3O3Re

A structure of composition C21H15Cl2N3O3Re (ωB97M-V/def2-TZVPD, the Open Molecules 2025 dataset).

## Properties
* Kohn-Sham gap (spin up / spin down): 7.09 / 7.07 eV
* energy above the lowest of the compared OMol25 structures with the same formula, charge and spin: 0.0 kcal/mol
* net charge: 0
* 2S+1: 2
* HOMO energy (spin up / spin down): -7.6 / -7.7 eV

Geometry as XYZ:
```
45
Properties=species:S:1:pos:R:3:forces:R:3
Re 0.51925 0.74103 -0.14464 0.08 0.11 0.15
C -2.48471 4.33000 -1.51729 -0.08 0.00 0.02
O -3.11248 3.52559 -0.52067 0.14 0.03 0.07
C -3.31332 2.21931 -0.86421 -0.13 -0.03 -0.03
C -4.60613 1.76206 -0.99626 0.02 0.02 -0.05
C -4.87621 0.42557 -1.29868 0.00 -0.01 -0.01
C -3.83018 -0.44500 -1.46951 -0.01 0.03 0.00
C -2.50052 -0.01877 -1.29706 0.01 -0.01 0.02
C -1.46601 -0.99557 -1.49826 0.04 -0.04 -0.01
N -0.23936 -0.84532 -1.13237 -0.10 -0.01 -0.04
N 0.67057 -1.82027 -1.55727 0.02 0.01 -0.03
C 1.86655 -1.34295 -1.45016 -0.02 -0.03 0.02
O 2.11620 -0.11908 -1.00830 -0.02 0.02 -0.03
C 3.02928 -2.16545 -1.84361 0.01 0.01 0.00
C 2.84681 -3.40821 -2.44649 0.00 -0.01 0.01
C 3.94522 -4.17023 -2.80389 0.00 0.00 0.00
C 5.22973 -3.69881 -2.56116 0.00 0.00 0.00
C 5.41290 -2.46200 -1.96102 0.00 0.00 0.00
C 4.31540 -1.69343 -1.60355 0.00 0.00 -0.01
C -2.22325 1.32964 -0.98542 0.06 0.02 0.02
O -1.00025 1.82371 -0.80764 -0.03 -0.02 -0.02
H -2.17261 5.24712 -1.02357 -0.01 0.00 0.00
H -1.61351 3.83494 -1.94204 0.03 -0.03 0.01
H -3.20181 4.57017 -2.30717 0.02 -0.02 -0.03
H -5.40662 2.47808 -0.86064 -0.01 -0.01 0.00
H -5.89761 0.08817 -1.40514 0.00 0.00 0.00
H -4.01309 -1.48192 -1.72342 0.00 0.00 0.00
H -1.70892 -1.91861 -2.01870 0.00 -0.01 0.02
H 1.84168 -3.76298 -2.62687 0.00 0.00 0.00
H 3.80167 -5.13454 -3.27352 0.00 0.00 0.00
H 6.08743 -4.29716 -2.84046 0.00 0.00 0.00
H 6.41257 -2.09411 -1.77034 0.00 0.00 0.00
H 4.44328 -0.72684 -1.13705 0.00 0.00 0.00
Cl 0.06703 -0.87996 4.31874 0.00 0.00 0.00
C 0.74938 0.67638 4.00348 -0.01 -0.01 -0.01
C 1.18152 1.46317 5.05708 0.00 0.00 0.00
C 1.73152 2.71604 4.82294 0.00 0.00 -0.01
C 1.85556 3.18978 3.52494 0.01 0.01 0.02
C 1.41572 2.37880 2.50319 0.00 -0.01 -0.03
Cl 1.54061 2.88044 0.82733 -0.02 -0.06 0.01
C 0.85256 1.11458 2.67738 -0.01 0.01 0.04
N 0.42691 0.36402 1.59699 0.05 0.03 -0.08
H 1.08286 1.08494 6.06504 0.00 0.00 0.00
H 2.06402 3.32296 5.65333 0.00 0.00 0.00
H 2.28248 4.16042 3.31434 0.00 0.00 0.00
```
Forces are in eV/Å.

- Which of these has the highest net charge?
  C21H14ClIN4O2W

- Which formula does entry 2 have?
  C21H14BrClCrN3O2